Entry from the Open Molecules 2025 dataset: a structure of composition C46H67F6Ge2N5O7PRbS3 (wB97M-V/def2-TZVPD).

Last column: Mulliken charge in e.
CARTESIAN COORDINATES (ANGSTROEM)
Rb -0.7131 -1.4804 -0.6392  0.860
C -3.1210 0.9530 3.6169  -0.334
C -3.5966 1.8058 2.4411  -1.154
Ge -2.1460 1.9683 1.0040  1.347
C -2.9408 3.5154 -0.0754  -0.266
C -3.5334 4.7098 0.6692  -1.224
C -0.9807 3.1123 2.2274  -1.694
C 0.2648 2.9001 2.6804  1.379
Ge 1.2913 1.3031 2.1652  0.188
C 1.7054 1.2193 0.2550  2.042
C 2.7283 2.2479 -0.2168  -1.230
C 3.0156 1.2297 3.1394  -0.813
C 3.7002 -0.1186 2.9108  -1.117
C 0.8819 3.8464 3.6468  -0.415
C 0.2222 4.1931 4.8290  -0.042
C 0.7840 5.0852 5.7319  -0.907
C 2.0236 5.6543 5.4751  -0.428
C 2.6934 5.3196 4.3047  -0.842
C 2.1322 4.4231 3.4087  0.091
H -3.8914 0.7963 4.3842  0.508
H -2.2657 1.4232 4.1126  -0.066
H -2.7756 -0.0311 3.2863  -0.290
H -3.8964 2.7966 2.8050  0.437
H -4.4899 1.3607 1.9808  0.393
H -3.7072 3.0766 -0.7250  0.292
H -2.1448 3.8534 -0.7498  -0.053
H -4.3770 4.4071 1.2950  0.268
H -3.8979 5.4954 -0.0064  0.445
H -2.7995 5.1755 1.3320  0.177
H -1.4516 4.0257 2.6214  0.183
H 0.7834 1.3343 -0.3172  -0.491
H 2.0803 0.2110 0.0534  -1.133
H 2.3663 3.2676 -0.0517  0.212
H 2.9237 2.1414 -1.2874  0.146
H 3.6854 2.1433 0.3047  0.293
H 2.8500 1.4037 4.2059  0.538
H 3.6604 2.0404 2.7903  0.604
H 3.1159 -0.9376 3.3357  0.121
H 4.6973 -0.1572 3.3612  0.487
H 3.8146 -0.3272 1.8435  0.011
H -0.7440 3.7448 5.0306  0.389
H 0.2521 5.3321 6.6439  0.381
H 2.4659 6.3482 6.1801  0.353
H 3.6603 5.7599 4.0893  0.401
H 2.6589 4.1706 2.4954  0.354
C 7.3756 -0.0330 -0.7255  -1.463
C 6.0681 -0.4134 -1.3674  1.227
C 5.7748 -0.0482 -2.6754  -0.900
C 4.5552 -0.3777 -3.2533  -0.442
C 3.6094 -1.0719 -2.5163  -0.742
C 3.8939 -1.4633 -1.2132  -0.542
C 5.1158 -1.1364 -0.6508  -0.548
S 1.9820 -1.3833 -3.1819  0.875
O 2.1612 -1.5848 -4.6105  -0.717
O 1.4794 -2.5142 -2.4320  -0.157
N 1.1399 -0.1298 -2.7760  0.725
C 1.1507 1.0752 -3.4106  -0.177
C 1.8444 1.3774 -4.6110  -0.648
C 1.8575 2.6733 -5.0762  -0.845
C 1.1643 3.6686 -4.3931  -0.873
C 0.4625 3.2744 -3.2646  -0.516
N 0.4440 2.0390 -2.7832  0.425
H 8.0643 0.3926 -1.4566  0.365
H 7.8581 -0.8981 -0.2664  0.339
H 7.2214 0.7090 0.0614  0.273
H 6.5101 0.5016 -3.2538  0.286
H 4.3372 -0.1059 -4.2773  0.431
H 3.1597 -2.0355 -0.6578  0.685
H 5.3339 -1.4468 0.3653  0.376
H 2.3514 0.5872 -5.1434  0.668
H 2.4037 2.9092 -5.9839  0.318
H 1.1505 4.6969 -4.7295  0.386
H -0.1227 3.9988 -2.7017  0.313
F -0.4718 -5.1530 2.3197  -0.111
C 0.5410 -5.6665 1.6181  0.347
F 1.6068 -5.7493 2.4279  -0.235
F 0.2051 -6.9091 1.2493  -0.255
S 0.9710 -4.6270 0.1535  0.816
O 1.1975 -3.3328 0.7367  -0.392
O 2.0511 -5.3177 -0.4744  -0.689
N -0.4229 -4.6602 -0.5886  -0.350
S -0.7259 -5.0039 -2.0933  0.908
O 0.3097 -5.6490 -2.8320  -0.636
O -1.4940 -3.9519 -2.7011  -0.610
C -2.0033 -6.3188 -1.8537  0.447
F -3.0971 -5.8464 -1.2359  -0.204
F -1.5376 -7.3458 -1.1354  -0.229
F -2.3866 -6.7917 -3.0492  -0.216
C -0.9306 -1.5477 -5.7991  0.114
C -2.4173 -1.2096 -5.8179  -1.293
N -2.7859 0.0078 -5.1048  0.225
C -2.9235 1.2228 -5.8877  -1.057
C -1.6087 1.8664 -6.3140  -0.592
C -2.6545 0.0449 -3.7274  0.919
C -2.9251 1.3538 -3.0368  -1.125
N -2.3686 -0.9619 -2.9947  -0.354
H -0.7575 -2.5076 -6.2894  0.451
H -0.5464 -1.6296 -4.7866  -0.355
H -0.3356 -0.7905 -6.3090  0.127
H -2.9879 -2.0453 -5.4003  0.433
H -2.7659 -1.0888 -6.8472  0.373
H -3.5135 1.9376 -5.3161  0.418
H -3.5169 0.9759 -6.7744  0.404
H -0.9621 2.0466 -5.4558  -0.031
H -1.7976 2.8248 -6.8053  0.458
H -1.0616 1.2311 -7.0113  0.284
H -3.9737 1.6418 -3.1530  0.536
H -2.3024 2.1612 -3.4207  0.233
H -2.7046 1.2311 -1.9791  -0.290
H -2.2255 -1.8274 -3.5060  -0.141
C -4.7874 -2.1500 2.7004  -1.315
P -3.5224 -2.7414 1.5517  0.991
C -4.1720 -2.3325 -0.0808  -0.842
C -3.5534 -4.5406 1.6695  -0.991
O -2.1790 -2.1706 1.8282  -0.025
H -5.7496 -2.6327 2.5198  0.451
H -4.8856 -1.0702 2.5812  0.191
H -4.4586 -2.3499 3.7206  0.322
H -5.1968 -2.6883 -0.1984  0.564
H -3.5519 -2.7592 -0.8712  0.105
H -4.1428 -1.2450 -0.1865  0.080
H -4.5192 -4.9530 1.3732  0.443
H -3.3233 -4.8328 2.6947  0.365
H -2.7740 -4.9313 1.0165  -0.154
C 0.3266 -0.3449 2.6507  1.253
C 0.3696 -0.7518 4.0926  -0.460
C 0.2808 0.1772 5.1299  0.453
C 0.3114 -0.2243 6.4582  -1.088
C 0.4356 -1.5684 6.7816  -0.647
C 0.5229 -2.5058 5.7599  -0.565
C 0.4872 -2.1010 4.4339  -0.246
H -0.7126 -0.2173 2.3367  -0.618
H 0.7285 -1.1616 2.0443  -0.118
H 0.1858 1.2318 4.8923  0.290
H 0.2427 0.5203 7.2432  0.459
H 0.4664 -1.8822 7.8186  0.371
H 0.6189 -3.5598 5.9950  0.455
H 0.5436 -2.8327 3.6357  0.431

Cartesian forces (eV/Å) of the 6 atoms listed first:
0.147 0.344 -0.008
0.015 -0.020 0.023
-0.019 0.058 0.016
0.015 -0.096 0.006
-0.009 0.030 -0.001
0.000 0.012 0.006

Calculated values
**Relative energy (zero: lowest compared OMol25 entry of this formula, charge and spin)**: 0.0 kJ/mol
**Charge**: -2
**Calculated total energy**: -8906.7019 hartree
**E_HOMO**: -1.42 eV